50
Properties=species:S:1:pos:R:3:forces:R:3 method="wB97M-V/def2-TZVPD" de_lowest_kj_mol=81.27 e_lumo_ev=-0.93 homo_energy_ha=-0.303 energy_ev=-59023.364 largest_force_ev_per_a=1.86
O -2.16377 0.80808 1.14048 -0.1 0.0 0.2
C -1.37574 -0.05594 1.49832 -0.4 -0.1 0.3
N -0.05789 0.20645 1.60235 0.4 0.2 0.0
C 1.00096 -0.68078 2.01371 0.2 -0.4 -0.1
H 0.60670 -1.62011 2.39305 0.0 0.0 0.0
C 1.96696 -0.93465 0.84478 0.0 0.0 0.3
N 2.47829 0.33718 0.39168 -0.2 -0.1 0.2
C 3.74611 0.44385 -0.15775 0.5 0.0 -0.1
C 4.48362 -0.67993 -0.53937 -0.1 0.0 0.0
C 5.77467 -0.53436 -1.01340 0.0 0.3 0.0
C 6.36913 0.70775 -1.14080 0.1 -0.1 0.0
C 5.63387 1.82300 -0.77303 0.0 -0.1 0.0
C 4.35039 1.70056 -0.28405 -0.1 0.0 -0.1
H 3.81863 2.58729 0.02305 -0.1 0.1 0.1
H 6.07858 2.80286 -0.85877 0.0 0.1 0.0
H 7.37490 0.79991 -1.51586 0.1 0.0 0.0
Cl 6.65540 -1.95273 -1.47157 0.1 -0.2 -0.1
H 4.05955 -1.66930 -0.49213 0.0 -0.1 0.0
C 1.41300 1.22255 -0.03318 -0.2 0.2 0.2
H 1.82211 2.16462 -0.39044 0.0 0.0 0.0
C 0.46429 1.47730 1.13859 -0.1 0.3 -0.4
H -0.37356 2.10454 0.83376 0.1 -0.1 0.0
H 1.00266 1.96386 1.95817 0.0 0.0 0.0
H 0.84347 0.76310 -0.85650 0.0 0.1 0.0
H 2.79062 -1.54915 1.20880 0.0 0.0 -0.1
H 1.43907 -1.47329 0.04102 0.0 -0.1 0.0
H 1.56018 -0.18750 2.81862 0.0 -0.1 0.0
C -1.87626 -1.45018 1.83633 0.0 -0.1 -0.2
C -1.47003 -2.53191 0.81748 -0.1 -0.2 0.7
N -1.65872 -2.18409 -0.56659 -0.9 0.1 -0.5
S -3.20152 -2.17008 -1.17891 0.2 -0.1 -0.4
O -4.00516 -3.04424 -0.37803 0.0 0.2 0.3
O -3.11073 -2.40571 -2.58595 0.2 0.3 0.1
C -3.78535 -0.48599 -0.99365 -0.3 -1.0 0.1
C -5.04159 -0.19382 -0.56805 0.5 -0.6 -0.1
C -5.51627 1.14298 -0.49024 0.1 0.7 -0.1
C -4.74161 2.20760 -0.84007 -0.5 0.0 0.2
C -3.42831 1.93770 -1.27446 1.2 -1.1 -0.4
N -2.43162 2.72187 -1.63202 -0.9 0.6 0.3
O -1.40853 1.92786 -1.90746 0.4 0.0 -0.1
N -1.68708 0.62811 -1.74811 -0.6 -0.9 0.1
C -2.94397 0.57768 -1.35499 0.5 1.7 -0.5
H -5.08883 3.22579 -0.78153 -0.1 0.1 0.0
H -6.52366 1.30393 -0.13783 -0.1 0.0 0.0
H -5.68364 -1.01078 -0.27594 -0.1 -0.1 0.0
H -1.12334 -1.40568 -0.92286 0.2 0.1 -0.2
H -2.10114 -3.40806 0.98073 0.3 0.0 0.2
H -0.42575 -2.82848 0.94355 -0.1 0.0 -0.1
H -1.54307 -1.74783 2.83175 0.0 0.0 0.0
H -2.96600 -1.38183 1.84735 0.1 0.1 0.1

---

54
Properties=species:S:1:pos:R:3:forces:R:3 method="wB97M-V/def2-TZVPD" de_lowest_kj_mol=54.71 e_lumo_ev="-7.44 / -7.43" homo_energy_ha="-0.459 / -0.459" total_charge=+2 s2=3.78 spin_multiplicity=4 energy_ev=-90797.601 largest_force_ev_per_a=4.01
Cr -0.01801 -0.41444 -0.43369 0.6 1.0 2.5
I 2.62801 5.61957 2.99950 -0.8 -0.3 -0.1
C 1.12994 4.24639 2.32539 1.2 0.3 -0.2
C 0.18800 4.62044 1.38763 0.1 -0.7 0.1
C -0.48927 3.56572 0.73164 0.4 0.0 0.8
I -2.20061 4.09135 -0.30392 -0.2 -0.1 -0.4
C -0.17488 2.21483 0.98685 0.6 -0.2 1.2
O -0.78336 1.21447 0.35079 -0.1 -1.1 -1.3
C 0.71715 1.84777 2.08859 -1.1 1.6 -2.5
C 0.76162 0.38935 2.40800 0.6 0.9 1.6
N 1.29537 -0.45409 1.29663 -0.5 -1.1 0.5
C 1.37934 -1.87513 1.82240 -0.3 0.9 -0.2
C -0.02936 -2.37393 1.84630 -2.3 -0.1 -0.5
C -0.46508 -3.42546 2.64059 0.4 0.1 0.1
C -1.80846 -3.82229 2.65102 -0.4 0.8 -1.0
C -2.69818 -3.09593 1.83377 0.1 -0.6 0.0
C -2.23003 -2.01748 1.06382 -0.2 -1.4 1.1
N -0.95312 -1.68962 1.05168 2.3 -0.2 0.1
C 1.37381 2.91106 2.67450 0.3 -0.2 0.9
H -0.00154 5.68330 1.19389 -0.1 -0.6 -0.1
H -0.26021 0.07612 2.59772 -0.1 -0.2 -0.1
H 1.31438 0.26933 3.40279 -0.3 -0.2 -1.5
H 2.25043 -0.22157 1.14569 0.9 0.8 -0.4
H 1.79622 -1.80219 2.84877 -0.1 -0.4 -0.6
H 2.01482 -2.48952 1.16885 -0.1 0.2 0.2
H 0.28517 -3.93163 3.24838 -0.3 0.0 0.0
H -2.15901 -4.67556 3.24010 0.2 0.4 -0.2
H -3.73788 -3.42994 1.70160 0.5 0.4 0.4
H -2.88641 -1.41546 0.46990 -0.2 0.1 -0.2
H 2.08319 2.77093 3.49233 -0.1 -0.3 -0.3
N -2.99364 0.19204 -1.10193 -1.0 0.1 0.2
N -3.25264 -0.75865 -2.10888 1.5 0.3 -0.2
C -2.29457 -1.53786 -2.56065 -0.1 -1.7 0.0
N -2.53208 -2.44463 -3.50121 -0.9 0.9 0.1
N -1.09896 -1.45934 -1.93317 1.0 0.5 1.5
N -0.19428 -2.42805 -1.93775 3.4 -0.2 -2.0
O 0.88007 -2.08836 -1.15005 -3.6 -1.1 -1.4
O -0.10740 -3.35157 -2.73810 -0.6 1.4 2.1
H -3.91516 0.54551 -0.81096 0.7 -0.1 0.1
H -2.43628 0.98573 -1.43372 -0.2 -0.1 -0.2
H -4.12705 -0.87340 -2.55264 -1.2 0.5 -0.3
H -3.43340 -2.46924 -3.95095 0.0 -0.1 -0.1
H -1.84625 -3.10443 -3.78199 0.6 -0.4 -0.2
I -0.50063 2.14487 -3.44326 0.2 -0.3 0.8
C 1.25301 1.73161 -2.31391 0.3 0.0 -0.5
C 2.29814 2.63775 -2.53841 0.6 -0.1 -0.5
C 3.61098 2.24746 -2.25490 -0.6 0.8 -0.3
C 3.78708 0.91943 -1.93581 2.0 -0.5 1.3
C 2.75660 0.09298 -1.59712 -2.3 0.6 -0.6
N 1.41382 0.52827 -1.72267 1.6 0.0 0.0
H 2.15979 3.55407 -3.11856 -0.4 -0.2 0.6
H 4.48101 2.93486 -2.33934 -0.9 -0.6 -0.2
H 4.81965 0.56684 -1.76284 -0.7 0.0 -0.3
H 2.95015 -0.95228 -1.34272 -0.4 0.4 0.2

---

59
Properties=species:S:1:pos:R:3:forces:R:3 method="wB97M-V/def2-TZVPD" de_lowest_kj_mol=74.31 e_lumo_ev=3.71 homo_energy_ha=-0.103 total_charge=-2 energy_ev=-58144.573 largest_force_ev_per_a=0.50
Cs 0.24607 0.60072 -0.07452 -0.2 -0.3 -0.3
O -1.37091 3.07115 2.06162 0.0 -0.1 0.0
C -0.14498 2.84731 2.14785 0.1 0.1 0.0
O 0.71541 3.00239 1.24493 0.1 0.2 0.2
C 0.35948 2.30935 3.48814 0.0 0.1 0.0
C 0.15162 3.05291 4.60823 0.0 0.0 0.0
C 0.62367 2.62671 5.86975 -0.1 0.0 0.1
C 1.26440 1.41134 6.00227 0.0 0.0 0.0
C 1.42340 0.61758 4.88820 0.1 0.0 -0.1
C 1.03162 1.01391 3.54739 0.0 0.0 0.0
O 1.24917 0.31740 2.53808 0.0 0.0 0.2
N 2.04321 -0.67636 5.11308 -0.3 -0.1 0.3
O 2.86014 -0.77510 6.02841 0.1 0.0 -0.1
O 1.68385 -1.62867 4.44578 0.1 0.0 -0.1
N 0.42335 3.43876 7.03019 0.2 0.1 -0.1
O -0.12780 4.52768 6.89931 -0.1 0.0 0.0
O 0.83358 3.03755 8.11898 -0.1 0.0 0.0
H -0.39030 3.98524 4.53309 0.0 0.0 0.0
H 1.61716 1.07539 6.96477 0.0 0.0 0.0
N -1.83095 -1.94685 1.12864 0.3 0.0 0.0
C -0.63869 -2.69157 1.58179 -0.2 0.2 0.0
C 0.12925 -3.24691 0.38292 0.0 0.0 -0.1
N 1.24182 -2.37382 0.01250 0.0 -0.1 -0.1
H -2.33551 -1.56479 1.91969 0.0 0.0 0.0
H -2.45778 -2.57328 0.63746 0.0 0.1 0.0
H -0.89759 -3.49495 2.28353 0.0 -0.1 0.0
H -0.00247 -1.98491 2.11993 0.1 -0.1 0.1
H -0.53540 -3.29258 -0.48380 0.0 0.0 0.0
H 0.44882 -4.28087 0.57513 0.0 0.0 0.1
H 1.60215 -2.63624 -0.90412 0.0 0.0 0.0
H 1.98301 -2.43368 0.70086 0.0 0.0 0.0
C -2.71718 3.71843 -0.95401 0.0 0.0 0.0
C -2.90933 2.48340 -1.79500 0.0 0.0 0.0
O -3.96770 1.87572 -1.86974 0.0 0.0 0.0
N -1.80334 2.06244 -2.46488 0.0 0.1 0.0
C -1.75573 0.78673 -3.13342 0.1 -0.1 0.1
C -0.40463 0.55792 -3.76810 0.0 0.0 0.0
C -0.20571 -0.54645 -4.59279 0.0 0.0 0.0
C 1.05160 -0.76540 -5.11557 0.0 0.0 0.0
C 2.07102 0.12879 -4.81299 0.0 0.0 0.0
C 1.78104 1.19448 -3.98638 0.0 0.0 0.0
N 0.57038 1.40990 -3.46503 0.0 0.0 0.0
H -2.26833 3.45611 0.01354 0.0 0.0 0.0
H -3.68798 4.17574 -0.77856 0.0 0.0 0.0
H -2.04976 4.43263 -1.43934 0.0 0.0 0.0
H -0.92842 2.55643 -2.37541 0.0 0.0 0.0
H -2.54391 0.70189 -3.88410 0.0 0.1 0.0
H -1.93756 -0.02552 -2.41847 -0.1 -0.1 0.0
H -1.01056 -1.24865 -4.76404 0.0 0.0 0.0
H 1.24254 -1.63552 -5.72888 0.0 0.0 0.0
H 3.07611 -0.01654 -5.18439 0.0 0.0 0.0
H 2.55055 1.90641 -3.70751 0.0 0.0 0.0
F 0.13605 -5.64298 -4.40616 0.0 0.0 0.0
C 0.70644 -4.43988 -4.63656 0.0 0.0 0.0
F 1.95844 -4.69107 -5.06503 0.0 0.0 0.0
F 0.05049 -3.90965 -5.70490 0.0 0.0 0.0
C 0.62319 -3.49326 -3.38522 0.0 0.1 0.0
O -0.54225 -3.27153 -3.03224 0.0 0.0 0.0
O 1.71570 -3.09535 -2.95493 0.0 -0.1 0.0

---

43
Properties=species:S:1:pos:R:3:forces:R:3 method="wB97M-V/def2-TZVPD" e_lumo_ev=-6.51 homo_energy_ha=-0.424 total_charge=+1 energy_ev=-30218.418 largest_force_ev_per_a=1.78
C 4.31245 -3.76022 -1.65133 -0.1 0.0 -0.1
C 2.87570 -3.29793 -1.86023 -0.1 0.2 0.0
C 1.98248 -3.55096 -0.65066 0.1 -0.2 0.0
C 0.55460 -3.08726 -0.84828 0.2 -0.3 0.2
O 0.52656 -1.66611 -1.03604 -0.3 -0.4 0.0
C -0.69058 -1.18353 -1.35942 0.3 1.2 -0.2
C -0.81961 0.11595 -1.69902 -0.6 -1.2 0.4
H 4.90842 -3.53601 -2.53806 0.0 -0.1 0.1
H 4.76524 -3.24281 -0.80093 0.0 -0.1 0.0
H 4.36668 -4.83801 -1.47120 0.0 0.1 0.0
H 2.85727 -2.22197 -2.06728 0.1 -0.1 -0.1
H 2.43864 -3.80724 -2.72812 0.1 0.1 0.0
H 1.94477 -4.62943 -0.45855 0.0 0.1 0.1
H 2.41834 -3.08606 0.24216 -0.1 0.0 -0.1
H 0.12541 -3.58615 -1.72894 0.0 0.1 0.1
H -0.04458 -3.34634 0.03553 0.0 0.1 -0.1
H -1.52516 -1.90168 -1.31562 0.3 0.4 -0.1
H -1.81587 0.44498 -1.94939 0.0 0.2 -0.1
H 0.02265 0.79458 -1.75429 0.0 -0.1 0.0
F 2.34093 0.80166 2.88002 -1.7 -0.5 -0.2
C 1.01467 0.45573 2.74599 1.2 0.6 -0.2
C 0.56723 -0.68044 3.41513 -0.6 0.2 -0.3
C -0.78480 -0.99218 3.25336 -0.3 -1.1 0.7
F -1.27199 -2.11185 3.88712 0.6 1.4 -0.8
C -1.64831 -0.23734 2.48826 -0.1 0.6 -0.4
C -1.17587 0.92966 1.80472 0.8 -0.9 0.8
C -2.13402 1.64382 1.04502 0.2 0.3 -0.1
C -2.03155 2.85448 0.30932 -0.1 0.5 -0.4
C -3.21878 3.30794 -0.34829 0.2 -0.4 0.3
C -3.23337 4.45821 -1.11467 0.1 0.3 -0.1
C -2.06968 5.22745 -1.27590 -0.4 -0.6 0.3
C -0.91579 4.78982 -0.63165 1.4 0.3 0.2
F 0.23275 5.53342 -0.78157 -1.4 -0.9 0.2
C -0.85657 3.65065 0.15781 -0.3 0.2 -0.3
C 0.20720 1.25301 1.94832 -0.2 -0.2 0.1
H 1.22740 -1.28656 4.02724 -0.1 0.1 -0.1
H -2.69911 -0.50702 2.38747 0.3 -0.1 0.2
H -3.13115 1.19152 1.05378 0.3 0.2 -0.1
H -4.11983 2.70543 -0.22282 0.2 0.3 -0.1
H -4.15790 4.77269 -1.59669 0.3 -0.1 0.1
H -2.06215 6.13424 -1.87386 0.1 -0.2 0.1
H 0.07518 3.38782 0.64125 -0.3 0.4 -0.3
H 0.64209 2.10405 1.44030 0.2 -0.5 0.3

---

42
Properties=species:S:1:pos:R:3:forces:R:3 method="wB97M-V/def2-TZVPD" de_lowest_kj_mol=0.00 e_lumo_ev=0.71 homo_energy_ha=-0.281 energy_ev=-25056.353 largest_force_ev_per_a=0.54
C -7.16145 -0.63040 0.03539 0.0 0.1 -0.2
H -7.15330 -0.06063 0.96200 0.0 0.0 0.1
H -8.19148 -0.74034 -0.29617 -0.1 0.0 0.0
H -6.75390 -1.61809 0.23872 0.0 -0.1 0.1
C -6.32623 0.07875 -1.03269 -0.1 -0.1 0.2
C -4.90241 0.22300 -0.57713 -0.1 0.0 -0.2
C -4.49723 1.33547 0.14935 0.1 -0.1 0.0
C -3.19952 1.44880 0.60620 0.1 -0.1 0.0
C -2.26934 0.44415 0.34831 -0.3 -0.1 -0.1
C -2.66553 -0.67361 -0.37834 0.2 -0.1 0.0
C -3.96825 -0.77312 -0.82887 -0.1 0.2 0.1
H -4.26295 -1.64638 -1.39294 0.0 -0.1 -0.1
H -1.95312 -1.45388 -0.58516 0.0 0.0 0.0
N -0.96955 0.61679 0.84053 0.0 0.4 0.2
C 0.10184 -0.22293 0.75546 0.1 0.4 0.2
O 0.09111 -1.29497 0.19672 -0.1 -0.2 -0.1
C 1.32914 0.32235 1.48833 0.2 -0.4 -0.2
C 2.59412 -0.16092 0.85981 -0.1 -0.2 0.2
C 2.97778 -1.46207 0.70189 -0.3 0.3 0.2
N 4.17230 -1.53501 0.04435 0.0 0.0 0.0
C 4.58716 -0.26528 -0.23813 -0.1 0.5 0.0
C 5.73333 0.18364 -0.88386 0.1 -0.1 -0.1
C 5.89541 1.54398 -1.03031 0.1 0.0 -0.1
C 4.94194 2.44469 -0.54754 0.0 0.2 0.0
C 3.80529 2.00856 0.09380 0.0 0.0 0.0
C 3.61160 0.63697 0.25848 0.3 -0.3 -0.1
H 3.07735 2.71767 0.46174 -0.1 0.1 0.0
H 5.10722 3.50366 -0.68410 0.0 0.1 0.0
H 6.77500 1.92579 -1.52761 0.1 0.0 0.0
H 6.47253 -0.50893 -1.25849 0.1 -0.1 0.0
C 4.86924 -2.73848 -0.30477 0.3 -0.2 -0.1
H 5.84676 -2.77582 0.18448 -0.1 0.0 0.0
H 4.28222 -3.59802 0.01314 0.0 0.0 0.0
H 5.01965 -2.79547 -1.38590 0.0 0.0 0.0
H 2.46362 -2.35230 1.00729 -0.1 -0.2 0.0
H 1.25817 -0.03733 2.52095 -0.1 0.1 0.0
H 1.31718 1.41265 1.50316 0.0 0.0 0.1
H -0.83366 1.48361 1.34251 0.1 -0.2 -0.1
H -2.90108 2.32382 1.16837 0.0 0.1 0.1
H -5.20520 2.12494 0.35819 -0.1 0.1 0.0
H -6.75454 1.06392 -1.22888 0.0 0.0 -0.1
H -6.36122 -0.49923 -1.95832 0.0 0.1 0.0